{
  "formula": "C34H49CeClO2P4",
  "method": "the ωB97M-V functional and the def2-TZVPD basis",
  "total_charge": 2,
  "mol_weight_g_mol": 789.23,
  "homo_lumo_gap_ev": 6.63,
  "total_energy_ha": -3775.58919,
  "elements": ["P", "C", "C", "H", "C", "H", "C", "H", "C", "H", "C", "H", "C", "C", "H", "C", "H", "C", "H", "C", "H", "C", "H", "C", "C", "H", "C", "H", "C", "H", "C", "H", "C", "H", "Ce", "C", "C", "H", "C", "O", "H", "C", "H", "C", "Cl", "P", "P", "C", "H", "H", "H", "C", "H", "H", "H", "C", "H", "H", "H", "C", "H", "H", "H", "C", "H", "H", "H", "C", "H", "H", "H", "P", "C", "C", "H", "H", "H", "H", "H", "H", "C", "H", "H", "H", "H", "C", "C", "O", "H", "H", "H"],
  "coordinates": [[0.815, -4.220, -2.269], [-0.634, -5.198, -2.688], [-0.800, -5.690, -3.990], [-0.075, -5.422, -4.762], [-1.887, -6.519, -4.278], [-1.995, -6.923, -5.287], [-2.809, -6.830, -3.269], [-3.651, -7.486, -3.492], [-2.657, -6.312, -1.974], [-3.375, -6.555, -1.188], [-1.569, -5.484, -1.682], [-1.428, -5.059, -0.686], [1.588, -3.649, -3.792], [0.882, -2.763, -4.627], [-0.127, -2.446, -4.351], [1.466, -2.290, -5.804], [0.915, -1.585, -6.432], [2.741, -2.727, -6.179], [3.189, -2.372, -7.110], [3.437, -3.622, -5.360], [4.429, -3.973, -5.649], [2.874, -4.075, -4.165], [3.423, -4.775, -3.533], [1.913, -5.304, -1.337], [2.021, -6.651, -1.734], [1.469, -6.998, -2.609], [2.827, -7.537, -1.015], [2.902, -8.579, -1.338], [3.529, -7.086, 0.112], [4.164, -7.776, 0.672], [3.420, -5.748, 0.513], [3.969, -5.378, 1.382], [2.618, -4.857, -0.207], [2.547, -3.813, 0.100], [-0.313, 0.014, 0.184], [1.895, 0.976, -0.534], [2.600, 0.233, -1.377], [2.255, 1.996, -0.292], [2.153, -1.166, -1.815], [3.297, -1.992, -1.522], [3.117, -2.919, -1.761], [0.889, -1.677, -1.178], [1.962, -1.125, -2.907], [0.260, -2.824, -1.313], [-2.440, -1.475, 0.693], [0.977, -0.735, 2.407], [-1.324, 0.965, -2.118], [-0.324, -0.424, 3.640], [-1.227, -1.006, 3.416], [-0.634, 0.628, 3.675], [0.074, -0.707, 4.616], [1.417, -2.486, 2.473], [2.355, -2.683, 1.942], [0.648, -3.074, 1.958], [1.500, -2.826, 3.509], [2.407, 0.277, 2.819], [2.177, 1.345, 2.736], [3.209, 0.085, 2.099], [2.743, 0.049, 3.832], [-2.690, 2.001, -1.516], [-2.345, 2.967, -1.129], [-3.231, 1.502, -0.702], [-3.388, 2.169, -2.338], [-0.249, 1.980, -3.143], [0.573, 1.373, -3.538], [0.219, 2.764, -2.536], [-0.809, 2.432, -3.964], [-2.046, -0.360, -3.119], [-2.405, -1.158, -2.457], [-1.301, -0.817, -3.779], [-2.882, 0.022, -3.710], [4.212, 0.787, -2.022], [4.251, 2.561, -1.743], [4.268, 0.398, -3.775], [4.188, 2.757, -0.666], [3.391, 3.029, -2.237], [5.179, 2.991, -2.141], [4.273, -0.689, -3.921], [5.169, 0.832, -4.226], [3.383, 0.818, -4.266], [5.590, -0.005, -1.187], [5.468, 0.104, -0.104], [6.536, 0.460, -1.493], [5.589, -1.071, -1.435], [-0.698, -2.992, -0.809], [-2.042, 2.494, 2.015], [-0.753, 2.195, 1.367], [0.266, 2.761, 1.134], [-2.824, 2.477, 1.238], [-2.116, 3.428, 2.600], [-2.266, 1.640, 2.674]],
  "atomic_forces_ev_per_a": [[-0.4, -0.7, -0.3], [-0.2, 0.0, -0.3], [-0.1, -0.1, 0.2], [-0.3, -0.2, 0.2], [0.1, 0.1, 0.2], [-0.1, 0.1, 0.4], [0.2, 0.1, 0.0], [0.2, 0.2, 0.1], [0.3, 0.2, -0.1], [0.2, 0.1, -0.3], [0.0, -0.2, -0.3], [-0.2, -0.3, -0.2], [0.4, 0.0, -0.4], [0.2, 0.0, 0.0], [0.3, -0.1, -0.1], [-0.1, -0.1, 0.2], [0.2, -0.3, 0.2], [0.0, -0.1, 0.2], [-0.1, -0.1, 0.3], [0.0, 0.1, 0.0], [-0.3, 0.1, 0.1], [-0.3, 0.1, 0.0], [-0.1, 0.2, -0.2], [0.4, -0.3, 0.2], [0.1, 0.0, 0.1], [0.1, 0.0, 0.3], [0.0, 0.3, 0.0], [0.0, 0.4, 0.1], [-0.2, 0.2, -0.2], [-0.2, 0.2, -0.2], [0.0, 0.0, -0.2], [-0.2, -0.2, -0.3], [0.0, -0.2, -0.1], [0.0, -0.3, 0.0], [-0.7, 0.9, 0.9], [-0.2, 0.5, 0.1], [0.4, -0.6, -0.2], [-0.1, -0.6, -0.1], [0.5, -0.4, -0.2], [0.0, -0.5, -0.3], [0.2, 0.5, 0.0], [0.3, 2.3, 0.3], [0.2, -0.1, 0.2], [-0.1, -1.0, 0.0], [0.1, 0.0, -0.1], [0.6, -0.1, 0.4], [0.1, 0.3, -0.9], [0.0, -0.2, 0.5], [0.3, 0.0, 0.0], [0.4, -0.2, -0.1], [-0.2, 0.0, 0.2], [0.1, -0.4, 0.4], [-0.1, 0.3, 0.2], [0.0, 0.2, 0.2], [0.1, -0.1, -0.1], [0.4, 0.1, 0.5], [-0.2, -0.2, 0.1], [-0.1, -0.2, 0.1], [0.2, 0.2, 0.0], [-0.4, 0.2, -0.2], [0.1, -0.2, -0.2], [0.1, -0.1, -0.3], [-0.1, 0.2, 0.1], [0.0, 0.4, -0.6], [-0.3, 0.0, 0.0], [-0.2, -0.1, 0.0], [0.2, 0.1, -0.1], [-0.4, -0.1, -0.3], [-0.1, 0.2, 0.0], [-0.1, 0.3, 0.1], [0.1, -0.2, -0.1], [-1.0, -0.3, 0.3], [0.3, 0.2, -0.2], [0.3, 0.2, -0.2], [0.1, 0.0, -0.3], [0.2, -0.1, 0.1], [-0.2, -0.1, 0.1], [0.0, 0.2, 0.1], [-0.2, -0.1, 0.0], [0.2, 0.0, 0.1], [0.3, 0.0, 0.0], [0.0, 0.0, -0.2], [-0.2, -0.1, 0.1], [0.0, 0.3, 0.0], [0.2, 0.0, -0.1], [-0.5, 1.1, 1.0], [-1.6, -3.1, -0.8], [1.1, 1.4, 0.1], [0.3, 0.1, 0.3], [0.0, -0.2, -0.3], [0.0, 0.3, -0.2]],
  "lowdin_charge": [1.094, -0.316, -0.073, 0.109, -0.049, 0.119, -0.044, 0.119, -0.044, 0.120, -0.064, 0.111, -0.320, -0.088, 0.101, -0.053, 0.118, -0.050, 0.121, -0.052, 0.120, -0.060, 0.116, -0.300, -0.063, 0.117, -0.042, 0.122, -0.039, 0.121, -0.049, 0.117, -0.080, 0.075, 0.310, -0.154, -0.384, 0.041, -0.393, -0.057, 0.053, -0.250, 0.126, -0.237, 0.066, 0.730, 0.734, -0.224, 0.046, 0.045, 0.064, -0.225, 0.044, 0.052, 0.064, -0.225, 0.058, 0.046, 0.061, -0.226, 0.068, 0.047, 0.064, -0.232, 0.039, 0.058, 0.062, -0.218, 0.043, 0.030, 0.063, 0.900, -0.172, -0.161, 0.068, 0.072, 0.076, 0.057, 0.074, 0.066, -0.162, 0.069, 0.074, 0.058, 0.030, -0.051, -0.497, 0.038, 0.079, 0.103, 0.080]
}